Molecular formula: C27H38FN2O4SiTi
Method: DFT, wB97M-V/def2-TZVPD

Values from the calculation:
Energy relative to the best compared isomer or geometry (same formula, charge and spin) ... 0.00 kcal per mole
Charge ... +1
Frontier orbital gap (spin up / spin down) ... 6.36 / 6.37 eV

Each line ends with the Löwdin charge.
Cartesian coordinates (Å):
H: 1.8658 6.0657 -2.8463  0.14
C: 2.3740 3.0551 0.0033  -0.04
N: 0.7927 4.9148 -0.6358  0.02
H: -2.8702 -3.1809 2.6487  0.10
C: 2.1005 4.3882 -0.4056  -0.04
H: 3.8618 1.6232 0.6035  0.14
C: -1.8110 2.8580 1.1568  -0.24
C: 4.4866 4.8070 -0.2748  0.07
H: 0.8142 -0.9694 -2.2096  0.07
H: 3.6942 -2.6616 1.3929  0.09
H: 0.1979 -2.6211 3.3665  0.08
C: 1.8071 6.7197 -1.9718  -0.15
H: 1.6468 7.7341 -2.3368  0.13
C: 3.0628 6.6276 -1.1406  -0.13
C: -0.3219 4.4438 0.0095  0.02
C: -1.7048 1.3362 1.4929  -0.47
C: 2.6684 -2.3003 -0.9586  -0.09
H: -2.0633 -4.6318 0.2182  0.07
C: 1.3921 1.9740 0.0120  -0.35
H: -2.6929 -1.3519 -0.8544  0.06
H: -0.7528 -0.7644 -2.9928  0.11
H: -2.8874 -2.2717 1.1419  0.07
F: 5.9593 3.1385 0.4775  0.09
Si: 0.0335 -2.4586 0.2592  0.87
H: 2.2912 -2.9416 2.4055  0.06
C: -0.9894 -3.3078 1.6271  -0.62
O: -2.6808 3.5842 1.5424  0.16
C: -0.2213 -3.5370 2.9358  -0.09
C: 3.6730 2.6420 0.3005  0.08
H: -1.0376 5.1922 0.3230  0.15
H: -2.0491 -1.6344 2.5588  0.07
H: -0.7739 5.6574 -2.6354  0.10
H: 0.5896 -4.2564 2.8303  0.07
H: 3.1176 -4.6648 0.0228  0.10
C: -2.2687 -2.5451 1.9947  -0.09
H: 2.6510 -1.2119 -0.9813  0.06
H: 2.3261 -2.6699 -1.9251  0.07
H: 2.5729 -1.3568 1.6774  0.07
C: 1.9009 -2.9017 0.2303  -0.61
H: 1.5453 -4.8641 -0.7324  0.08
H: -1.9184 -5.2384 1.8553  0.10
H: -2.8125 -3.0955 -1.0743  0.08
C: 3.2007 5.2403 -0.5777  -0.13
H: -0.5175 -0.0859 -1.4331  0.05
H: 5.3244 5.4787 -0.4090  0.14
C: -0.2602 -0.9839 -2.0418  -0.09
Ti: -0.0015 0.1439 0.7654  1.16
C: -0.7906 -2.3086 -1.4540  -0.62
O: 1.7758 0.7097 0.1816  -0.14
C: -0.4263 -3.4662 -2.3947  -0.07
H: 3.0330 7.3616 -0.3298  0.14
O: -0.8544 0.9346 2.3740  -0.01
C: -0.6762 6.4621 -1.9076  -0.04
H: -0.8950 -3.2947 -3.3667  0.09
H: -0.6531 7.4058 -2.4520  0.09
C: -1.3881 -4.6942 1.0691  -0.07
H: 1.7068 -4.9478 1.0242  0.07
H: -0.8019 -4.4195 -2.0244  0.08
H: 3.9506 6.8505 -1.7327  0.13
H: 0.6440 -3.5719 -2.5672  0.06
C: 4.7146 3.5307 0.1837  -0.25
N: 0.1067 2.0504 -0.1054  0.05
C: 0.6203 6.3204 -1.1213  -0.32
H: -1.5693 6.4799 -1.2887  0.08
O: -2.0237 0.5034 0.6045  0.00
H: -0.5327 -5.3040 0.7786  0.07
H: 3.7152 -2.5966 -0.8616  0.09
H: 0.6008 6.9684 -0.2340  0.16
C: 2.6307 -2.4384 1.5054  -0.09
H: -0.9148 -3.9424 3.6762  0.09
C: 2.0552 -4.4333 0.1304  -0.08
H: -2.6580 -2.0400 -2.4654  0.09
C: -0.6447 3.1746 0.2921  -0.14
C: -2.3231 -2.1939 -1.4369  -0.08

---

Molecular formula: C5H12CdO3
Method: DFT, wB97M-V/def2-TZVPD

Values from the calculation:
Energy relative to the best compared isomer or geometry (same formula, charge and spin) ... 0.00 kcal per mole
Charge ... +1
Frontier orbital gap (spin up / spin down) ... 8.91 / 6.09 eV
Spin multiplicity ... 2

Each line ends with the Löwdin charge.
Cartesian coordinates (Å):
H: 1.4815 -0.0604 1.0270  0.22
Cd: 4.1930 0.1984 0.5075  1.09
O: 2.3156 -0.5141 0.4908  -0.38
C: 1.5623 -2.6668 -0.3582  0.00
C: 1.5965 -1.1779 -0.5359  -0.39
H: 0.8414 1.2000 -1.0375  0.13
H: 2.2417 -3.1391 -1.0786  0.10
C: -0.0959 0.6381 -0.8962  -0.19
H: 1.8593 -2.9433 0.6622  0.10
C: -3.1032 1.4081 1.0539  -0.10
H: -1.3427 2.3411 -0.5999  0.14
H: 0.5403 -3.0231 -0.5356  0.11
H: 2.0194 -0.8283 -1.4897  0.15
H: -2.6808 1.8273 1.9834  0.09
C: -1.0229 1.4502 -0.0285  -0.23
H: -0.4815 1.8036 0.8686  0.13
H: -3.9186 0.7213 1.3087  0.10
H: -0.5733 0.4414 -1.8699  0.14
O: 0.2106 -0.5928 -0.2593  -0.12
O: -2.1362 0.6790 0.3406  -0.18
H: -3.5064 2.2371 0.4466  0.10

---

Molecular formula: C24H19ClN2O2S
Method: DFT, wB97M-V/def2-TZVPD

Values from the calculation:
Energy relative to the best compared isomer or geometry (same formula, charge and spin) ... 0.00 kcal per mole
Structure (SMILES) ... Cn1cc([C@H](c2ccccc2)[C@@H](Cl)S(=O)(=O)c2ccc(C#N)cc2)c2ccccc21
Charge ... 0
Frontier orbital gap ... 7.24 eV

Each line ends with the Löwdin charge.
Cartesian coordinates (Å):
S: -0.8747 -2.7734 0.6866  0.67
H: 3.1412 -0.7289 -1.4385  0.12
H: -2.2892 -9.3758 0.1172  0.09
H: 2.7760 -2.5370 4.9564  0.10
C: -0.4126 -8.4815 5.7688  -0.08
C: -0.1804 -6.7176 2.3486  -0.20
H: -1.4513 -5.0483 4.3711  0.09
C: -1.2389 -9.8310 3.9481  -0.02
Cl: -2.4060 -4.9366 1.9006  0.73
C: 1.4284 -1.6557 -0.5491  -0.03
C: 4.5010 0.0133 0.7557  -0.16
H: -0.1628 -8.3236 6.8114  0.10
H: 2.3841 -3.8731 2.9106  0.12
C: 0.4260 -4.5928 3.5485  -0.22
C: -0.4637 -7.5202 3.5542  -0.10
C: -0.9735 -9.6812 5.3142  -0.08
C: -0.5699 -7.4909 1.2657  -0.05
H: -0.6895 -10.0644 0.1678  0.09
H: 1.2457 -5.3049 1.5932  0.17
C: -1.0496 -8.7354 3.1062  -0.14
C: 2.3868 -0.5826 1.8225  -0.01
C: 0.2746 -5.3325 2.2342  -0.22
C: 0.9050 -3.0758 5.8624  -0.08
H: 2.7382 -0.1155 2.7190  0.12
C: 1.8624 -3.1232 4.8521  -0.08
H: -1.5305 -10.7827 3.5206  0.10
O: -1.4979 -2.7153 -0.6092  -0.30
H: -1.0984 -3.7588 6.4380  0.11
C: -0.1683 -7.4230 4.9029  -0.03
C: -0.2966 -3.7591 5.7166  -0.07
C: 1.6063 -3.8730 3.6879  -0.06
H: 0.2641 -6.4766 5.2297  0.10
H: -1.9078 -10.5652 1.3436  0.08
H: -0.7387 -5.1679 0.2305  0.09
H: -0.5554 -7.2123 0.2145  0.14
H: 0.6052 -1.3694 2.7741  0.13
N: -1.0777 -8.6768 1.6930  -0.10
H: -1.1533 -10.4868 6.0040  0.09
C: 2.6219 -0.9222 -0.5122  -0.02
N: 5.6076 0.4133 0.8378  0.16
C: 0.7744 -1.9274 0.6604  -0.22
C: -0.5528 -4.4614 4.5452  -0.08
H: 1.0155 -2.4631 6.7522  0.10
H: 0.9646 -1.9618 -1.4923  0.12
C: -0.8219 -4.5250 1.1853  -0.60
C: -1.5106 -9.7187 0.7952  -0.02
O: -1.5102 -2.1476 1.8260  -0.35
C: 1.2070 -1.3158 1.8515  -0.05
C: 3.1688 -0.4851 0.6809  -0.24

---

Molecular formula: C28H31F3N4O3SV
Method: DFT, wB97M-V/def2-TZVPD

Values from the calculation:
Energy relative to the best compared isomer or geometry (same formula, charge and spin) ... 0.00 kcal per mole
Charge ... 0
Frontier orbital gap (spin up / spin down) ... 6.24 / 6.77 eV
Spin multiplicity ... 2

Each line ends with the Löwdin charge.
Cartesian coordinates (Å):
C: -2.2881 1.5202 3.4005  -0.03
H: 3.9867 -0.3062 -1.2020  0.12
C: 2.5513 -1.3220 3.3661  -0.06
C: -1.6888 0.8136 2.3486  -0.13
H: -0.4333 -3.3639 1.3757  0.10
C: 3.1768 2.3925 3.5374  -0.61
C: 1.8614 -1.3934 2.1966  -0.14
C: 2.6778 2.2868 -3.7239  -0.05
H: -2.6202 0.9739 4.2768  0.11
C: -2.4523 2.8822 3.3330  -0.08
H: -3.3863 0.2593 -1.0343  0.07
C: 4.5094 1.2222 -2.6212  -0.08
H: 2.0836 -2.4179 -1.8113  0.08
H: -3.4168 -0.7662 0.3759  0.07
C: -1.2658 1.5077 1.2011  -0.33
N: 1.5967 -0.3267 1.4110  -0.04
H: -2.5683 -4.2980 0.7449  0.12
C: 1.6616 -3.0480 -1.0251  -0.13
H: 1.2892 -3.9728 -1.4716  0.08
C: 0.3379 1.6263 -3.2873  -0.08
H: 3.4685 0.0577 4.7462  0.12
C: -2.2661 -2.8957 -0.8059  -0.21
H: -3.1145 -3.3578 -1.3348  0.12
N: -0.5407 0.8961 -2.7459  0.04
H: -2.7225 -2.2641 -3.0725  0.12
S: 2.0205 2.2125 0.6587  0.78
H: -2.1750 -1.0913 3.2184  0.14
C: -2.0345 3.5638 2.1863  -0.06
H: -3.6954 -0.0732 -3.2765  0.11
C: 4.0380 2.1703 -3.5237  -0.09
H: -1.0815 -1.6267 -2.9442  0.12
C: -1.6265 -0.6255 2.3939  -0.07
H: -2.9019 3.4215 4.1556  0.10
O: 0.6241 -2.3872 -0.3526  -0.40
H: -1.1003 3.4073 0.2508  0.12
N: -1.0559 -1.3798 1.5335  -0.02
C: 2.0931 0.9353 1.7254  -0.67
F: 2.1774 3.2795 3.6060  0.12
H: -2.0864 1.8741 -3.8156  0.11
H: -2.4359 -0.3671 -4.4483  0.12
F: 3.6611 2.2881 4.8066  0.10
C: -2.4554 -3.2133 0.6766  -0.15
H: -4.3153 -1.2539 -1.0695  0.11
N: -2.1989 -1.4719 -1.1905  -0.20
H: -2.3653 1.5543 -2.1031  0.10
H: 2.2951 3.0218 -4.4242  0.11
H: -1.6283 -3.0672 2.6494  0.12
F: 4.1593 2.9440 2.8156  0.12
O: -0.6929 0.8710 0.2018  -0.21
C: 3.6317 0.4119 -1.9304  -0.03
C: -3.3916 -0.7756 -0.7094  -0.07
O: 1.4226 -0.2648 -1.4651  -0.23
H: -2.1545 4.6384 2.1318  0.11
C: -2.6137 -0.1781 -3.3862  -0.17
H: 1.4864 -2.3390 1.8324  0.10
C: -1.9287 1.1363 -3.0153  -0.23
C: 2.2518 0.5314 -2.1196  -0.34
H: 2.7513 -2.2122 3.9442  0.10
C: -2.1200 -1.4369 -2.6686  -0.20
H: 2.4690 -3.3084 -0.3333  0.09
C: 2.9648 -0.0533 3.7980  0.00
H: 0.0572 2.4336 -3.9821  0.13
C: -1.3320 -2.8095 1.6281  -0.20
H: 4.7288 2.8086 -4.0588  0.10
C: 2.7306 1.0452 3.0217  -0.12
C: -1.4595 2.8914 1.1317  -0.01
H: 5.5740 1.1273 -2.4457  0.10
H: -3.3958 -2.7911 1.0382  0.11
C: 1.7687 1.4768 -3.0434  -0.14
H: -1.3573 -3.3805 -1.1630  0.11
V: 0.2597 -0.6438 -0.1136  1.12